A molecular structure, C43H41F12N6O3SSeV, computed with ωB97M-V with the def2-TZVPD basis set.

Atoms and positions in Å:
Se: 3.956 -1.140 0.798
V: -1.283 0.107 0.037
S: 0.959 1.133 0.633
F: -2.205 -2.074 -2.340
F: -0.379 -4.162 0.768
F: -2.400 -3.636 -0.873
F: -4.507 2.331 0.024
F: -1.220 -3.953 -2.662
F: -4.730 3.206 -1.934
F: -0.913 4.415 -1.082
F: 0.594 -4.847 -1.020
F: 1.578 -3.430 0.276
F: -2.943 5.033 -1.457
F: -4.269 1.117 -1.748
F: -2.399 4.298 0.477
O: -3.142 -0.620 -0.013
O: -1.892 1.900 -0.201
O: -0.524 -1.666 0.051
N: -1.358 0.052 2.156
N: -0.306 0.467 2.961
N: 1.779 1.346 3.140
N: 6.250 -0.145 -0.537
N: 6.735 -0.934 1.454
N: -0.711 0.191 -2.035
C: 2.784 -1.902 -3.238
C: 5.699 -0.742 0.570
C: 9.212 -0.445 1.399
C: -1.950 2.267 -2.627
C: 0.385 -3.745 -0.248
C: 10.194 0.105 0.578
C: -5.954 -2.220 1.548
C: 5.502 0.258 -1.717
C: 6.616 -1.613 2.727
C: -2.613 3.849 -6.052
C: 7.135 -3.047 2.703
C: 9.885 0.603 -0.682
C: -5.607 -2.200 2.902
C: -2.190 4.090 -0.827
C: 1.451 0.101 -3.141
C: -2.136 2.885 -5.000
C: -2.300 -0.505 2.828
C: -4.403 -1.628 3.255
C: 1.823 -2.504 -2.441
C: 7.915 -0.470 0.913
C: -0.258 -2.514 -0.973
C: -1.217 1.090 -2.946
C: 5.314 1.763 -1.871
C: -2.354 3.122 -3.652
C: 2.577 -0.566 -3.566
C: -1.094 0.823 -4.334
C: 4.967 2.657 0.518
C: 7.602 0.041 -0.354
C: 6.733 -3.953 0.335
C: -1.535 -3.034 -1.709
C: 4.030 -2.638 -3.646
C: 0.721 0.938 2.321
C: 0.681 -1.851 -1.986
C: -2.454 2.590 -1.212
C: 0.425 -0.515 -2.390
C: -3.871 -1.099 0.930
C: -3.998 2.311 -1.217
C: 6.339 -4.004 1.808
C: -5.119 -1.688 0.595
C: 4.366 2.415 -0.862
C: -3.525 -1.075 2.312
C: 8.582 0.579 -1.172
C: -1.517 1.683 -5.321
H: 5.122 1.727 1.065
H: 6.244 -4.752 -0.223
H: -6.264 -2.622 3.653
H: 8.186 -3.052 2.395
H: 5.273 -3.784 1.903
H: 1.764 0.865 4.029
H: 1.989 -3.532 -2.147
H: 4.293 3.270 1.118
H: 5.554 -1.591 2.980
H: -0.639 -0.113 -4.625
H: 4.531 -0.233 -1.645
H: 4.907 1.907 -2.877
H: 7.115 -3.404 3.736
H: 1.329 1.145 -3.399
H: 11.218 0.143 0.928
H: 6.435 -3.016 -0.134
H: -2.163 -0.562 3.908
H: 4.871 -2.418 -2.978
H: 3.460 1.812 -0.762
H: 5.928 3.179 0.450
H: -5.378 -1.701 -0.456
H: 6.486 -5.023 2.178
H: 3.320 -0.030 -4.152
H: 6.286 2.272 -1.855
H: -3.696 3.792 -6.202
H: -2.896 4.019 -3.384
H: 4.341 -2.370 -4.660
H: 6.020 -0.161 -2.586
H: -2.139 3.643 -7.014
H: 9.455 -0.841 2.376
H: -1.374 1.404 -6.361
H: -6.896 -2.662 1.239
H: -4.108 -1.597 4.299
H: -2.380 4.882 -5.782
H: 4.048 3.376 -1.275
H: 7.157 -1.022 3.472
H: 3.875 -3.718 -3.619
H: 10.673 1.020 -1.296
H: 8.342 0.970 -2.151
H: 2.666 1.270 2.665
H: 7.814 -4.068 0.215

Results
energy relative to the best compared isomer or geometry (same formula, charge and spin) = 0.0 kcal/mol
net charge = -2
LUMO energy (spin up / spin down) = 3.463 / 3.463 eV
2S+1 = 3

Mulliken population analysis, charges in e, atoms 1 to 5: 0.2348, 0.3358, -0.0977, -0.1520, -0.2528



A molecular structure, C43H41MgNO2, computed with ωB97M-V with the def2-TZVPD basis set.

Atoms and positions in Å:
Mg: -0.887 0.196 -0.106
O: -1.312 -1.594 -0.138
O: -0.324 1.219 -1.526
N: 0.924 -0.019 0.866
C: -4.355 -4.882 1.893
C: 3.091 0.598 -2.676
C: -1.965 3.170 0.550
C: 1.707 0.736 -2.686
C: -0.112 -1.964 1.935
C: -1.274 3.119 1.748
C: 0.945 1.701 -1.763
C: 1.115 -1.175 1.539
C: 0.598 -3.172 -1.277
C: 0.842 2.140 3.746
C: 0.142 -3.499 -0.008
C: -2.301 1.035 2.271
C: 2.995 -0.980 -4.492
C: -2.430 -3.576 2.518
C: -1.203 3.031 4.921
C: 1.566 -3.956 -1.902
C: 2.389 -1.631 1.827
C: 3.275 0.278 0.689
C: 0.974 -0.004 -3.612
C: 1.982 0.686 0.409
C: -0.367 3.629 -2.744
C: -0.865 -2.587 0.709
C: 1.700 1.927 -0.409
C: -0.470 4.878 -3.351
C: -2.982 1.065 1.048
C: 1.610 -0.849 -4.509
C: -1.420 2.045 2.631
C: 3.478 -0.888 1.407
C: -0.666 1.986 3.940
C: -3.567 -4.305 2.873
C: -2.071 -3.414 1.186
C: 2.079 -5.078 -1.268
C: 3.734 -0.257 -3.567
C: 0.672 5.598 -3.669
C: -3.571 2.181 -1.143
C: 0.658 -4.632 0.623
C: -2.828 2.139 0.168
C: -4.000 -4.727 0.553
C: 2.016 3.806 -2.785
C: 1.919 5.052 -3.386
C: 0.874 3.082 -2.447
C: 1.616 -5.417 0.002
C: -2.873 -4.003 0.208
H: -5.235 -5.451 2.164
H: -2.602 -3.874 -0.834
H: 3.492 -1.644 -5.190
H: -1.035 4.040 4.534
H: -0.817 -1.298 2.444
H: -0.850 0.995 4.366
H: 0.291 -4.917 1.606
H: 1.042 2.588 0.166
H: 4.813 -0.354 -3.536
H: -4.635 1.994 -0.989
H: 1.922 -3.679 -2.887
H: -1.447 5.286 -3.582
H: 1.020 -1.411 -5.224
H: 4.110 0.866 0.332
H: -0.594 3.928 1.994
H: 4.484 -1.227 1.624
H: 2.820 5.597 -3.642
H: 0.200 -2.290 -1.759
H: -3.830 -4.416 3.918
H: -2.275 2.911 5.088
H: 3.000 3.389 -2.597
H: 2.514 -2.565 2.358
H: -0.103 0.092 -3.607
H: 0.595 6.568 -4.143
H: 0.188 -2.733 2.645
H: -1.246 3.047 -2.500
H: -3.457 3.152 -1.622
H: 1.235 1.406 3.039
H: 1.360 2.009 4.698
H: -3.198 1.429 -1.842
H: -0.695 2.954 5.885
H: -4.610 -5.175 -0.223
H: 3.691 1.160 -1.968
H: -3.663 0.258 0.801
H: -2.456 0.196 2.940
H: 2.829 -5.688 -1.755
H: 2.635 2.466 -0.561
H: -1.835 -3.136 3.307
H: -1.811 4.004 -0.124
H: 1.093 3.136 3.372
H: 2.001 -6.298 0.503

Results
LUMO energy = 0.471 eV

Mulliken population analysis, charges in e, atoms 1 to 5: 1.0131, -1.3208, -0.0801, 0.1659, -0.4139



A molecular structure, C43H41N6O5PtS4, computed with ωB97M-V with the def2-TZVPD basis set.

Atoms and positions in Å:
Pt: -0.105 -0.141 0.322
S: -0.033 0.181 -3.137
S: -0.007 3.174 -0.402
S: -0.142 -2.434 0.721
S: 0.095 3.013 -3.189
O: 2.363 -0.032 0.298
O: 2.703 0.931 3.626
O: 3.298 1.949 0.971
O: 0.854 0.011 2.634
O: -2.462 0.675 1.559
N: 0.003 -0.504 -1.830
N: 0.730 3.417 -1.783
N: 1.914 -2.586 -0.927
N: -0.033 1.790 0.162
N: 2.337 -3.023 1.352
N: -0.709 1.648 -3.283
C: 3.203 3.911 -6.246
C: 1.768 0.159 -5.267
C: -0.864 5.517 -3.382
C: 0.994 3.128 -5.664
C: 0.722 3.885 2.083
C: 1.447 4.615 3.008
C: 4.135 0.387 -4.906
C: -3.976 3.525 -0.810
C: -2.252 -0.298 -4.735
C: 0.908 4.162 0.735
C: -3.038 -1.132 -5.521
C: 2.647 0.397 -3.019
C: -1.855 5.196 -0.119
C: 3.533 4.007 -4.888
C: -2.334 3.825 -4.283
C: 2.637 3.674 -3.903
C: -1.645 3.864 -0.439
C: 1.784 5.135 0.282
C: 3.230 -2.773 -1.521
C: -2.964 -0.947 -0.149
C: -1.199 4.174 -3.565
C: 2.719 0.914 0.999
C: -3.159 4.826 -4.781
C: 2.326 5.600 2.578
C: -2.690 3.016 -0.777
C: -1.352 -2.845 -5.408
C: 2.495 5.860 1.226
C: 3.060 0.223 -5.766
C: -1.701 6.500 -3.867
C: 1.345 3.209 -4.280
C: 3.793 -2.952 1.451
C: -3.150 5.689 -0.152
C: 1.558 -2.700 0.334
C: -2.587 -2.398 -5.860
C: -0.568 -2.025 -4.616
C: -2.101 -0.070 0.714
C: -4.205 4.859 -0.499
C: 1.579 0.242 -3.894
C: 1.926 3.481 -6.610
C: -1.018 -0.750 -4.298
C: 1.930 0.560 2.806
C: -2.854 6.158 -4.566
C: 3.928 0.484 -3.535
H: 0.393 -2.369 -4.255
H: -3.200 -3.040 -6.478
H: -2.624 -0.893 -1.183
H: 0.926 0.058 -5.938
H: -3.332 6.725 0.099
H: 3.193 6.619 0.902
H: -1.001 -3.832 -5.673
H: -2.492 1.983 -1.029
H: 1.925 5.298 -0.777
H: 5.138 0.452 -5.307
H: 3.084 -2.950 -2.584
H: 1.336 4.405 4.062
H: 3.223 0.163 -6.833
H: 4.520 4.345 -4.599
H: 3.721 -3.644 -1.095
H: 2.908 3.736 -2.859
H: 4.263 -3.900 1.195
H: -1.030 5.840 0.155
H: 0.057 5.779 -2.877
H: -4.802 2.879 -1.075
H: 0.044 3.102 2.395
H: 4.765 0.633 -2.866
H: 4.174 -2.153 0.822
H: 1.657 3.421 -7.657
H: 2.472 0.458 -1.951
H: 3.924 4.183 -7.003
H: -2.593 0.688 -4.462
H: -3.501 6.932 -4.955
H: -2.566 2.786 -4.449
H: 2.895 6.163 3.305
H: -4.001 -0.787 -5.869
H: -2.859 -1.982 0.180
H: 1.838 -3.074 2.228
H: 3.852 -1.887 -1.398
H: 1.224 -2.084 -1.494
H: -1.447 7.540 -3.714
H: 4.034 -2.709 2.483
H: 0.002 2.813 -5.960
H: -4.045 4.555 -5.338
H: -5.212 5.250 -0.518
H: -4.002 -0.634 -0.041

Results
energy relative to the best compared isomer or geometry (same formula, charge and spin) = 24.2 kcal/mol
net charge = +1
LUMO energy (spin up / spin down) = -2.536 / -5.441 eV
2S+1 = 5

Mulliken population analysis, charges in e, atoms 1 to 5: 2.4083, 0.6756, 1.8621, -0.7500, 1.2026



Max |F| across the listed records, respectively: 0.01282; 0.01239; 0.00753 Eh/bohr.